# 1
{
  "formula": "C41H80N4O9PS",
  "method": "the ωB97M-V functional and the def2-TZVPD basis",
  "species": ["C", "C", "P", "C", "C", "C", "N", "C", "C", "C", "C", "C", "C", "C", "C", "C", "S", "C", "N", "N", "C", "O", "C", "C", "C", "O", "C", "N", "H", "H", "H", "H", "H", "H", "H", "H", "H", "H", "H", "H", "H", "H", "H", "H", "H", "H", "H", "H", "H", "H", "H", "H", "H", "H", "H", "H", "H", "H", "H", "H", "H", "H", "H", "H", "H", "H", "C", "C", "O", "C", "H", "H", "H", "H", "H", "H", "C", "C", "O", "C", "H", "H", "H", "H", "H", "H", "C", "C", "O", "C", "H", "H", "H", "H", "H", "H", "C", "C", "O", "C", "H", "H", "H", "H", "H", "H", "C", "C", "O", "C", "H", "H", "H", "H", "H", "H", "C", "C", "O", "C", "H", "H", "H", "H", "H", "H", "C", "C", "O", "C", "H", "H", "H", "H", "H", "H"],
  "coordinates": [[5.243, -1.407, 1.193], [5.699, 0.096, 0.722], [5.491, 0.462, -1.140], [6.038, -1.135, -2.111], [7.149, -0.726, -3.264], [3.695, 0.840, -1.639], [2.905, -0.257, -0.893], [1.682, 0.101, -0.314], [1.572, 1.701, -0.772], [0.625, 2.569, 0.231], [-0.769, 3.073, -0.535], [-1.938, 1.899, -0.491], [-3.481, 2.539, -0.420], [-4.634, 1.387, -0.175], [-6.168, 2.009, -0.073], [-7.142, 0.727, 0.363], [-8.891, 0.863, -0.293], [-8.991, 0.549, -2.136], [-10.098, -0.331, -2.675], [-10.059, -0.441, -4.083], [-8.848, 0.426, -4.485], [-8.193, 1.029, -3.276], [3.006, 2.290, -1.315], [3.758, 3.392, -0.375], [5.021, 4.180, -1.053], [6.356, 3.624, -0.649], [4.937, 4.394, -2.675], [5.946, 3.525, -3.454], [4.239, -1.302, 1.827], [4.973, -2.137, 0.295], [6.033, -1.932, 1.916], [6.861, 0.195, 0.978], [5.158, 0.893, 1.394], [6.446, -1.935, -1.351], [5.084, -1.579, -2.636], [7.364, -1.639, -3.963], [8.153, -0.408, -2.748], [6.718, 0.217, -3.829], [3.706, 0.655, -2.815], [3.366, -1.210, -0.866], [0.936, -0.550, 0.321], [0.915, 1.606, -1.762], [0.251, 1.815, 1.077], [1.143, 3.449, 0.799], [-1.181, 3.958, 0.139], [-0.585, 3.422, -1.638], [-1.937, 1.218, -1.465], [-1.854, 1.197, 0.459], [-3.731, 3.066, -1.452], [-3.555, 3.372, 0.428], [-4.640, 0.600, -1.065], [-4.440, 0.797, 0.831], [-6.182, 2.803, 0.793], [-6.536, 2.498, -1.083], [-7.213, 0.755, 1.551], [-6.575, -0.258, 0.077], [-8.537, 0.573, -5.627], [2.697, 2.647, -2.412], [4.082, 2.868, 0.622], [2.951, 4.235, -0.119], [5.013, 5.276, -0.577], [6.966, 4.433, -0.779], [3.860, 4.336, -3.134], [5.304, 5.512, -2.879], [6.041, 2.582, -3.019], [6.899, 3.975, -3.333], [5.842, -4.544, -6.711], [7.076, -4.044, -6.007], [7.023, -3.103, -5.217], [8.376, -4.740, -6.307], [4.979, -3.948, -6.398], [5.964, -4.441, -7.792], [5.661, -5.588, -6.446], [8.611, -4.647, -7.371], [8.307, -5.794, -6.024], [9.180, -4.274, -5.728], [-3.816, 7.360, -1.026], [-2.879, 6.187, -1.143], [-2.438, 5.620, -0.145], [-2.503, 5.735, -2.529], [-3.998, 7.574, 0.032], [-3.366, 8.242, -1.489], [-4.769, 7.123, -1.505], [-1.995, 6.545, -3.059], [-3.398, 5.426, -3.075], [-1.822, 4.881, -2.460], [5.943, -1.239, 5.851], [5.945, -2.630, 5.276], [5.429, -2.871, 4.186], [6.603, -3.714, 6.086], [5.434, -0.560, 5.158], [5.408, -1.231, 6.804], [6.970, -0.892, 5.989], [6.098, -3.817, 7.050], [7.660, -3.478, 6.234], [6.529, -4.665, 5.548], [5.349, -8.005, -2.316], [5.718, -6.762, -3.080], [6.555, -6.791, -3.980], [5.024, -5.481, -2.699], [5.928, -8.852, -2.699], [5.581, -7.873, -1.256], [4.285, -8.220, -2.449], [5.242, -5.237, -1.656], [3.946, -5.584, -2.848], [5.390, -4.667, -3.333], [1.910, -3.571, 6.173], [2.836, -3.625, 7.358], [3.910, -3.025, 7.357], [2.397, -4.440, 8.545], [2.356, -2.946, 5.392], [1.759, -4.577, 5.773], [0.954, -3.131, 6.468], [2.268, -5.485, 8.251], [1.463, -4.039, 8.946], [3.165, -4.388, 9.325], [-13.658, 3.458, 1.146], [-12.424, 3.957, 1.850], [-12.477, 4.899, 2.640], [-11.124, 3.261, 1.550], [-14.521, 4.054, 1.460], [-13.536, 3.561, 0.065], [-13.839, 2.413, 1.411], [-10.889, 3.355, 0.487], [-11.193, 2.208, 1.833], [-10.320, 3.728, 2.129], [-10.762, -1.553, 1.941], [-9.768, -1.206, 3.018], [-8.858, -0.405, 2.813], [-9.932, -1.878, 4.355], [-10.521, -0.993, 1.032], [-10.710, -2.621, 1.718], [-11.770, -1.279, 2.264], [-9.844, -2.962, 4.240], [-10.903, -1.619, 4.785], [-9.145, -1.533, 5.034]],
  "charge": 1,
  "e_homo_ev": -9.991,
  "orbital_gap_ev": 6.12
}


# 2
{
  "formula": "C41H82O26",
  "method": "the ωB97M-V functional and the def2-TZVPD basis",
  "species": ["C", "C", "C", "O", "C", "H", "H", "H", "H", "H", "H", "H", "H", "C", "C", "C", "O", "C", "H", "H", "H", "H", "H", "H", "H", "H", "C", "C", "C", "O", "C", "H", "H", "H", "H", "H", "H", "H", "H", "C", "C", "C", "O", "C", "H", "H", "H", "H", "H", "H", "H", "H", "C", "C", "C", "O", "C", "H", "H", "H", "H", "H", "H", "H", "H", "C", "O", "C", "O", "O", "C", "H", "H", "H", "H", "H", "H", "C", "O", "C", "O", "O", "C", "H", "H", "H", "H", "H", "H", "C", "O", "C", "O", "O", "C", "H", "H", "H", "H", "H", "H", "C", "O", "C", "O", "O", "C", "H", "H", "H", "H", "H", "H", "C", "O", "C", "O", "O", "C", "H", "H", "H", "H", "H", "H", "C", "O", "C", "O", "O", "C", "H", "H", "H", "H", "H", "H", "C", "O", "C", "O", "O", "C", "H", "H", "H", "H", "H", "H"],
  "coordinates": [[20.057, 7.586, -0.804], [18.869, 7.079, -1.621], [18.136, 6.080, -0.755], [18.663, 6.315, 0.541], [20.013, 6.786, 0.486], [19.833, 8.628, -0.573], [20.988, 7.750, -1.346], [19.110, 6.660, -2.598], [18.298, 7.993, -1.781], [18.293, 5.022, -0.963], [17.057, 6.184, -0.872], [20.481, 5.808, 0.380], [20.368, 7.239, 1.412], [17.387, 8.817, 0.647], [16.265, 7.881, 0.996], [16.373, 8.068, 2.494], [16.475, 9.461, 2.644], [17.308, 9.974, 1.618], [17.142, 9.126, -0.370], [18.334, 8.277, 0.651], [16.504, 6.861, 0.693], [15.330, 8.266, 0.588], [17.262, 7.597, 2.913], [15.461, 7.744, 2.995], [18.289, 10.270, 1.989], [16.825, 10.822, 1.132], [22.116, 7.007, 3.091], [20.686, 6.860, 3.542], [20.679, 5.397, 3.959], [21.908, 5.254, 4.651], [22.934, 6.023, 4.020], [22.524, 7.982, 3.357], [22.173, 6.755, 2.032], [20.034, 7.023, 2.683], [20.367, 7.551, 4.322], [20.455, 4.689, 3.161], [19.892, 5.262, 4.701], [23.558, 5.334, 3.451], [23.563, 6.453, 4.799], [17.160, 7.001, -3.476], [17.765, 5.875, -4.294], [16.984, 5.945, -5.654], [15.976, 6.889, -5.459], [16.390, 7.815, -4.463], [17.972, 7.578, -3.034], [16.598, 6.594, -2.635], [17.695, 4.902, -3.807], [18.845, 5.881, -4.443], [16.656, 5.029, -6.145], [17.651, 6.399, -6.387], [15.588, 8.382, -3.990], [16.866, 8.670, -4.942], [21.317, 9.880, 0.978], [21.825, 11.245, 1.165], [23.317, 11.051, 1.239], [23.524, 9.718, 0.836], [22.439, 8.953, 1.325], [20.923, 9.757, -0.031], [20.477, 9.567, 1.598], [21.492, 11.726, 2.084], [21.477, 11.934, 0.396], [23.695, 11.111, 2.260], [23.888, 11.805, 0.697], [22.431, 8.832, 2.408], [22.353, 7.947, 0.915], [20.668, 4.288, -1.634], [20.046, 3.037, -1.779], [18.916, 2.943, -2.481], [18.190, 3.895, -2.811], [18.655, 1.640, -2.551], [17.373, 1.253, -2.996], [21.273, 4.505, -2.515], [21.438, 4.106, -0.884], [20.066, 5.151, -1.353], [17.117, 0.199, -2.888], [17.265, 1.558, -4.037], [16.598, 1.850, -2.515], [20.731, 0.853, 0.329], [20.904, 2.245, 0.533], [19.851, 3.004, 0.989], [18.713, 2.578, 1.207], [20.226, 4.305, 1.193], [21.585, 4.803, 1.103], [21.508, 0.450, -0.320], [19.768, 0.618, -0.124], [20.690, 0.355, 1.298], [22.220, 4.319, 1.846], [21.766, 5.876, 1.160], [21.972, 4.375, 0.179], [22.287, 5.328, -1.864], [23.318, 6.195, -1.486], [23.439, 6.624, -0.226], [22.687, 6.223, 0.683], [24.517, 7.418, -0.114], [24.922, 7.908, 1.151], [22.660, 5.035, -2.845], [21.350, 5.886, -1.840], [22.275, 4.403, -1.288], [25.893, 8.392, 1.054], [24.951, 7.046, 1.818], [24.213, 8.596, 1.611], [16.812, 11.584, -0.768], [18.099, 11.051, -1.071], [18.392, 10.547, -2.218], [17.590, 10.268, -3.091], [19.693, 10.292, -2.219], [20.322, 9.348, -3.074], [16.796, 12.138, 0.170], [16.055, 10.810, -0.644], [16.474, 12.170, -1.623], [21.358, 9.650, -3.228], [19.764, 9.374, -4.010], [20.349, 8.349, -2.638], [20.685, 4.673, -4.960], [20.964, 5.422, -3.775], [20.865, 6.791, -3.680], [20.932, 7.320, -2.592], [20.839, 7.318, -4.991], [21.098, 8.691, -5.088], [19.899, 5.160, -5.538], [20.344, 3.752, -4.488], [21.603, 4.567, -5.539], [20.353, 9.292, -4.566], [21.033, 9.006, -6.129], [22.125, 8.892, -4.783], [14.439, 5.511, 2.350], [15.322, 5.240, 1.291], [14.861, 5.219, 0.036], [13.699, 5.399, -0.334], [15.882, 5.161, -0.741], [15.682, 5.032, -2.112], [14.127, 6.549, 2.232], [15.047, 5.549, 3.254], [13.557, 4.870, 2.354], [14.972, 5.798, -2.422], [15.172, 4.114, -2.404], [16.631, 5.090, -2.646], [16.174, 6.783, 5.499], [16.348, 6.477, 4.133], [17.263, 5.519, 3.717], [18.020, 4.800, 4.383], [17.152, 5.450, 2.459], [18.105, 4.709, 1.617], [17.091, 7.112, 5.988], [15.863, 5.858, 5.985], [15.407, 7.546, 5.632], [17.872, 4.807, 0.557], [18.002, 3.647, 1.837], [19.131, 5.074, 1.589]],
  "de_lowest_kj_mol": 4452.3,
  "e_homo_ev": -7.424,
  "orbital_gap_ev": 7.45
}


# 3
{
  "formula": "C41H85BClF6N5O7P",
  "method": "the ωB97M-V functional and the def2-TZVPD basis",
  "species": ["C", "C", "O", "P", "O", "C", "C", "C", "C", "O", "C", "N", "C", "Cl", "O", "C", "C", "C", "C", "C", "C", "C", "C", "F", "C", "F", "F", "F", "N", "C", "C", "C", "F", "B", "O", "O", "C", "F", "O", "C", "C", "H", "H", "H", "H", "H", "H", "H", "H", "H", "H", "H", "H", "H", "H", "H", "H", "H", "H", "H", "H", "H", "H", "H", "H", "H", "H", "H", "H", "H", "H", "H", "H", "H", "H", "H", "H", "H", "H", "H", "H", "C", "C", "N", "C", "C", "C", "C", "H", "H", "H", "H", "H", "H", "H", "H", "H", "H", "H", "H", "H", "H", "H", "C", "C", "N", "C", "C", "C", "C", "H", "H", "H", "H", "H", "H", "H", "H", "H", "H", "H", "H", "H", "H", "H", "C", "C", "N", "C", "C", "C", "C", "H", "H", "H", "H", "H", "H", "H", "H", "H", "H", "H", "H", "H", "H", "H"],
  "coordinates": [[1.266, -5.969, -2.603], [0.390, -5.117, -1.690], [0.600, -5.547, -0.337], [0.436, -4.470, 0.838], [1.156, -4.935, 2.016], [-1.306, -4.237, 1.273], [-2.142, -3.904, 0.019], [-3.598, -3.512, 0.353], [-3.886, -1.995, 0.315], [-2.634, -1.366, 0.706], [-2.649, -1.078, 1.964], [-2.615, -0.793, 3.118], [-4.324, -1.511, -1.090], [-2.851, -1.282, -2.069], [-5.070, -0.366, -0.959], [-4.409, 0.785, -0.421], [-4.818, 2.061, -1.140], [-4.820, 1.926, -2.659], [-4.046, 3.253, -0.556], [-2.719, 3.662, -1.218], [-2.887, 4.608, -2.416], [-1.774, 2.524, -1.575], [-5.386, -2.486, -1.726], [-6.400, -2.378, -0.821], [-6.004, -1.923, -3.059], [-5.214, -1.023, -3.620], [-6.243, -2.876, -3.983], [-7.156, -1.341, -2.780], [-5.071, -3.938, -1.676], [-6.290, -4.796, -2.109], [-6.313, -6.265, -1.708], [-7.344, -6.611, -0.628], [-7.786, -7.878, -0.860], [-4.011, -4.383, -2.726], [-3.710, -3.545, -3.749], [-3.439, -5.597, -2.621], [-4.628, -4.384, -0.326], [-5.703, -4.506, 0.496], [0.959, -3.045, 0.377], [2.374, -3.016, 0.081], [2.675, -2.499, -1.320], [2.208, -6.142, -2.105], [0.743, -6.894, -2.807], [1.399, -5.469, -3.553], [0.647, -4.076, -1.851], [-0.637, -5.260, -2.010], [-1.659, -5.173, 1.680], [-1.351, -3.426, 1.985], [-1.619, -3.168, -0.578], [-2.180, -4.810, -0.579], [-3.696, -3.777, 1.400], [-4.630, -1.707, 1.040], [-3.328, 0.748, -0.388], [-4.742, 0.914, 0.606], [-5.858, 2.212, -0.863], [-5.749, 1.446, -2.942], [-4.046, 1.275, -3.036], [-4.822, 2.877, -3.165], [-4.699, 4.116, -0.552], [-3.836, 3.047, 0.493], [-2.195, 4.255, -0.474], [-1.977, 5.190, -2.481], [-3.733, 5.268, -2.294], [-2.931, 4.031, -3.332], [-0.808, 2.967, -1.794], [-2.064, 2.016, -2.484], [-1.596, 1.834, -0.759], [-6.255, -4.796, -3.189], [-7.221, -4.313, -1.849], [-6.662, -6.834, -2.562], [-5.364, -6.719, -1.460], [-6.919, -6.585, 0.365], [-8.173, -5.920, -0.723], [-4.114, -3.824, -4.579], [-3.496, -6.120, -3.426], [-4.185, -5.368, -0.360], [2.855, -2.365, 0.795], [2.818, -3.997, 0.162], [1.875, -1.892, -1.727], [3.558, -1.880, -1.248], [2.907, -3.292, -2.020], [4.348, -2.160, 3.745], [5.722, -2.138, 3.092], [6.101, -0.826, 2.604], [7.257, -0.847, 1.727], [8.602, -1.293, 2.314], [6.069, 0.245, 3.585], [6.925, 0.090, 4.849], [3.592, -1.747, 3.074], [4.066, -3.187, 3.978], [4.325, -1.596, 4.678], [5.698, -2.821, 2.238], [6.457, -2.552, 3.800], [7.377, 0.145, 1.282], [7.021, -1.509, 0.886], [9.035, -0.531, 2.959], [9.314, -1.467, 1.504], [8.520, -2.223, 2.877], [5.031, 0.388, 3.896], [6.337, 1.179, 3.085], [6.820, -0.897, 5.300], [6.609, 0.822, 5.595], [7.981, 0.271, 4.655], [14.201, 2.856, 0.779], [13.365, 2.384, -0.402], [12.753, 1.088, -0.186], [12.211, 0.495, -1.394], [11.043, 1.207, -2.089], [11.929, 0.972, 1.002], [10.747, 1.938, 1.157], [14.941, 2.106, 1.056], [14.730, 3.772, 0.513], [13.587, 3.077, 1.653], [14.027, 2.304, -1.268], [12.625, 3.162, -0.647], [11.917, -0.535, -1.175], [13.031, 0.410, -2.114], [10.108, 1.085, -1.543], [10.891, 0.777, -3.081], [11.231, 2.272, -2.223], [12.575, 1.088, 1.876], [11.561, -0.055, 1.070], [11.023, 2.970, 0.938], [10.388, 1.912, 2.189], [9.906, 1.662, 0.522], [-5.955, 5.768, 1.939], [-6.823, 7.014, 2.022], [-7.276, 7.474, 0.725], [-7.846, 8.811, 0.752], [-9.130, 9.033, 1.558], [-7.990, 6.496, -0.075], [-9.251, 5.857, 0.522], [-5.121, 5.921, 1.251], [-5.543, 5.536, 2.922], [-6.523, 4.896, 1.609], [-6.225, 7.809, 2.474], [-7.656, 6.821, 2.716], [-8.012, 9.139, -0.278], [-7.078, 9.485, 1.145], [-10.003, 8.612, 1.061], [-9.312, 10.104, 1.667], [-9.065, 8.612, 2.562], [-7.292, 5.692, -0.328], [-8.242, 6.952, -1.035], [-9.100, 5.529, 1.551], [-9.524, 4.975, -0.062], [-10.105, 6.531, 0.496]],
  "charge": 1,
  "e_homo_ev": -8.975,
  "orbital_gap_ev": 5.55
}